Entry from OMol25: an isolated ion of composition C6H7N2OS and charge +1 at a distorted geometry (ωB97M-V with the def2-TZVPD basis set).

Relative energy (zero: lowest compared OMol25 entry of this formula, charge and spin): 48.9 kcal per mole
Electronic energy: -815.42925 hartree
Frontier orbital gap: 8.90 eV

ORCA input file:
```
! RIJCOSX wB97M-V def2-TZVPD def2/J DEFGRID3
* xyz 1 1
C -0.701 1.924 0.083
C -0.909 0.578 -0.077
C 1.501 1.136 -0.159
C 2.198 -1.277 -0.077
C 0.818 -1.320 -0.065
C -2.171 -0.239 0.014
N 0.259 -0.111 -0.056
N 0.688 2.163 0.011
O -0.005 -2.385 -0.138
S 2.937 0.277 -0.012
H -1.381 2.793 0.073
H 2.883 -2.030 0.256
H -2.815 0.088 -0.673
H -1.871 -1.231 -0.255
H -2.554 -0.323 0.940
H 0.812 3.189 -0.167
H 0.312 -3.233 0.303
*
```

Let us look at the Löwdin charges, expressed in e, one per atom: C 0.0207; C -0.2094; C -0.3382; C -0.3015; C -0.4058; C 0.0460; N 0.1112; N 0.0394; O 0.0967; S 1.1242; H 0.1515; H 0.0794; H 0.0575; H 0.0766; H 0.0674; H 0.2015; H 0.1826